[1]
ORCA calculation (ωB97M-V/def2-TZVPD) on C3H9N2OP in the gas phase.

Its SMILES is C=CP(N)(N)=CO.

ORCA input file:
```
! RIJCOSX wB97M-V def2-TZVPD def2/J DEFGRID3
* xyz 0 1
C 1.3521 1.8526 -0.8998
C 0.9117 0.7070 -1.3470
P -0.0850 -0.1927 -0.0246
N 0.6821 -1.6511 0.2300
N -1.3655 -0.5822 -1.0239
C -1.0222 -0.1857 1.6768
O -0.4735 0.3296 2.7859
H 1.9744 2.4819 -1.4800
H 0.9893 2.1557 0.0625
H 1.2554 0.3245 -2.1978
H 1.1764 -2.2093 -0.4300
H -0.0743 -2.2776 0.4924
H -2.1819 -0.5715 -0.4338
H -1.4948 -0.5249 -1.9991
H -1.8930 0.5220 1.4289
H 0.2490 -0.1785 3.1594
*
```

[2]
ORCA calculation (ωB97M-V/def2-TZVPD) on a molecular structure, C35H38FN2OPPdSi.

ORCA input file:
```
! RIJCOSX wB97M-V def2-TZVPD def2/J DEFGRID3
* xyz 0 1
Pd 0.1929 -0.2276 -0.2324
C -0.0698 2.5306 4.9671
C 0.9606 2.5557 4.0330
C 1.1140 1.5053 3.1447
C 0.2423 0.4157 3.1804
C -0.7810 0.3919 4.1206
C -0.9347 1.4482 5.0115
P 0.4412 -0.8507 1.8923
C -0.6557 -2.2077 2.3815
C -1.8206 -2.3923 1.6410
C -2.7125 -3.3985 1.9942
C -2.4444 -4.2154 3.0804
C -1.2801 -4.0344 3.8200
C -0.3898 -3.0339 3.4723
C 2.1443 -1.4169 1.9964
C 2.8707 -1.7028 3.1205
C 4.1726 -2.2277 2.9918
C 4.6948 -2.4659 1.7513
C 3.9712 -2.1635 0.5720
C 4.4960 -2.3966 -0.7202
C 3.7506 -2.0697 -1.8141
C 2.4767 -1.4681 -1.6870
C 1.9234 -1.1952 -0.4601
C 2.6801 -1.5934 0.6920
H -0.1922 3.3518 5.6615
H 1.6425 3.3956 3.9973
H 1.9156 1.5270 2.4138
H -1.4626 -0.4487 4.1620
H -1.7329 1.4199 5.7424
H -2.0213 -1.7515 0.7916
H -3.6126 -3.5453 1.4115
H -3.1380 -5.0012 3.3511
H -1.0660 -4.6778 4.6636
H 0.5218 -2.9064 4.0438
H 2.4580 -1.5186 4.1058
H 4.7521 -2.4505 3.8782
H 5.6898 -2.8849 1.6531
H 5.4818 -2.8345 -0.8220
H 4.1393 -2.2550 -2.8083
H 1.9462 -1.2154 -2.5930
C 2.6525 1.7331 -3.0512
Si 0.8261 1.8506 -2.6123
C 0.7121 2.9813 -1.1104
C -0.0717 2.7490 -4.0035
N 0.0664 0.3564 -2.2373
C -0.3686 -0.5381 -3.1856
C 0.1128 -0.5787 -4.5095
C -0.3540 -1.4815 -5.4546
C -1.3193 -2.4175 -5.1251
C -1.8149 -2.4269 -3.8260
C -1.3493 -1.5125 -2.9125
F -1.8814 -1.5639 -1.6588
H 3.0518 2.7244 -3.2848
H 2.8430 1.0885 -3.9115
H 3.2183 1.3301 -2.2076
H 1.3175 3.8789 -1.2613
H 1.0592 2.4850 -0.1994
H -0.3212 3.3011 -0.9543
H 0.3999 3.7182 -4.1886
H -1.1116 2.9362 -3.7179
H -0.0817 2.1966 -4.9436
H 0.8871 0.1224 -4.7948
H 0.0583 -1.4559 -6.4558
H -1.6771 -3.1325 -5.8531
H -2.5669 -3.1373 -3.5065
C -3.4065 1.4240 -1.7857
N -3.1970 2.2974 -0.6287
C -3.9488 3.5374 -0.5006
C -2.2668 1.9019 0.2542
C -1.9098 2.7687 1.4295
O -1.7052 0.8172 0.0733
H -4.0718 1.9217 -2.4860
H -3.8450 0.4740 -1.4786
H -2.4536 1.2022 -2.2679
H -4.6613 3.5937 -1.3182
H -3.2996 4.4125 -0.5598
H -4.5104 3.5745 0.4333
H -2.4545 3.7059 1.4829
H -0.8408 2.9743 1.3761
H -2.0802 2.1959 2.3411
*
```

[3]
ORCA calculation (ωB97M-V/def2-TZVPD) on C4H9FS in the gas phase.

Its SMILES is CSCCCF.

ORCA input file:
```
! RIJCOSX wB97M-V def2-TZVPD def2/J DEFGRID3
* xyz 0 1
C -2.0934 0.8375 -1.2634
S -0.3217 1.0093 -1.3745
C -0.1743 -0.3380 -0.2566
C 1.2463 -0.8730 0.2603
C 1.7452 0.1036 1.3970
F 2.9452 -0.5886 1.7900
H -2.8541 1.7061 -1.8684
H -2.2962 0.7090 -0.1097
H -2.2784 0.0427 -1.7999
H -0.7342 -0.0736 0.5571
H -0.8769 -1.1834 -0.6945
H 1.0687 -1.8072 0.7989
H 1.8968 -1.1598 -0.5377
H 0.7589 0.3633 2.0186
H 1.9680 1.2523 1.0827
*
```

[4]
ORCA calculation (ωB97M-V/def2-TZVPD) on a molecular structure, H4IN2P.

ORCA input file:
```
! RIJCOSX wB97M-V def2-TZVPD def2/J DEFGRID3
* xyz 0 1
N 0.4526 1.4964 0.3315
N -0.0461 -1.3480 -0.3122
P 0.9394 0.5513 -0.9279
I 3.0980 -0.1093 0.0798
H -0.3820 1.9934 0.0747
H 0.5242 1.4978 1.2890
H -0.5854 -1.7687 -1.0751
H 0.6836 -2.0036 -0.1465
*
```

Here are the calculated HOMO level numbers, same order: -7.10, -6.75, -8.66, -8.81 (eV).